Record 1
{
  "formula": "C3H12NO3",
  "method": "wB97M-V/def2-TZVPD",
  "species": ["C", "C", "C", "O", "N", "H", "H", "H", "H", "H", "H", "H", "H", "H", "H", "O", "H", "H", "O"],
  "coordinates": [[0.459, 0.356, 0.095], [0.371, 1.153, 1.437], [-1.030, 1.673, 1.482], [-1.954, 0.896, 1.461], [1.834, 0.100, -0.367], [-0.093, 0.864, -0.694], [-0.044, -0.539, 0.451], [1.088, 2.000, 1.490], [0.669, 0.511, 2.276], [-1.267, 2.743, 1.472], [1.761, -0.463, -1.238], [2.257, -0.448, 0.381], [2.349, 0.940, -0.630], [-3.087, -1.253, -1.369], [-2.216, -0.699, -0.195], [-2.187, -1.125, -1.075], [0.765, -2.923, -1.754], [-0.313, -1.806, -1.585], [0.639, -1.981, -1.639]],
  "forces_ev_per_angstrom": [[-1.11, 1.20, 1.62], [2.04, 1.17, -0.65], [-1.18, -0.65, 0.41], [0.07, -0.08, -0.16], [-0.43, -0.50, -0.49], [0.02, -0.25, -0.03], [0.29, -0.54, -1.18], [-0.38, -0.29, -0.28], [-0.60, 0.01, -0.07], [0.47, 0.24, 0.09], [-0.04, -0.56, 0.52], [0.78, 0.06, -0.41], [0.10, 0.10, 0.62], [-0.34, -0.01, 0.01], [-0.41, -0.29, -0.56], [0.89, 0.33, 0.64], [-0.10, -0.20, -0.12], [-0.26, -0.23, -0.09], [0.20, 0.50, 0.13]],
  "mulliken_charge": [-0.958, -0.501, -0.106, -0.447, -0.135, 0.544, 0.354, 0.383, 0.379, 0.407, 0.364, 0.364, 0.362, 0.303, 0.314, -0.640, 0.313, 0.347, -0.647],
  "e_above_lowest_ev": 0.6941,
  "charge": 1,
  "homo_ev": -14.141,
  "lumo_ev": -3.4866
}

***

Record 2
{
  "formula": "C5H10O2",
  "method": "wB97M-V/def2-TZVPD",
  "species": ["C", "O", "C", "C", "C", "C", "O", "H", "H", "H", "H", "H", "H", "H", "H", "H", "H"],
  "coordinates": [[-1.225, -0.675, -2.223], [-0.566, -0.983, -1.021], [0.260, 0.063, -0.583], [0.829, -0.307, 0.777], [1.581, 0.840, 1.423], [-1.315, -0.044, 1.664], [-0.230, -0.761, 1.671], [-1.819, 0.249, -2.135], [-1.895, -1.508, -2.449], [-0.510, -0.553, -3.053], [-0.306, 1.003, -0.514], [1.109, 0.209, -1.273], [1.460, -1.194, 0.674], [1.930, 0.557, 2.421], [2.454, 1.113, 0.821], [0.923, 1.711, 1.515], [-1.972, -0.621, 2.362]],
  "forces_ev_per_angstrom": [[-0.15, 0.02, -0.27], [0.07, -0.07, -0.02], [0.15, 0.14, 0.10], [0.22, 0.05, -0.18], [0.01, 0.02, 0.00], [0.18, -0.45, 0.24], [-0.52, 0.30, -0.03], [0.11, -0.16, 0.03], [0.12, 0.14, 0.02], [-0.11, -0.01, 0.13], [0.07, -0.14, 0.01], [-0.10, 0.02, 0.07], [-0.06, 0.10, 0.03], [-0.05, 0.02, -0.14], [-0.14, -0.03, 0.06], [0.10, -0.15, -0.01], [0.12, 0.19, -0.04]],
  "mulliken_charge": [-0.730, -0.299, -0.799, 0.498, -1.438, -0.289, -0.289, 0.313, 0.244, 0.292, 0.417, 0.503, 0.289, 0.366, 0.380, 0.366, 0.176],
  "e_above_lowest_ev": 4.4953,
  "homo_ev": -8.401,
  "lumo_ev": 1.0425
}

***

Record 3
{
  "formula": "C56H40AsBr2F10NO2P2Se2Sr",
  "method": "wB97M-V/def2-TZVPD",
  "species": ["Sr", "C", "C", "C", "C", "C", "C", "Br", "C", "C", "Br", "C", "O", "C", "N", "H", "H", "H", "H", "H", "H", "Se", "P", "Se", "C", "C", "C", "C", "C", "C", "C", "C", "C", "C", "C", "C", "H", "H", "H", "H", "H", "H", "H", "H", "H", "H", "C", "C", "As", "C", "C", "C", "C", "C", "C", "C", "C", "C", "C", "C", "C", "P", "C", "C", "C", "C", "C", "C", "C", "C", "C", "C", "C", "C", "H", "H", "H", "H", "H", "H", "H", "H", "H", "H", "H", "H", "H", "H", "H", "H", "H", "H", "H", "H", "H", "H", "H", "H", "F", "C", "C", "F", "C", "F", "C", "O", "C", "F", "C", "F", "F", "C", "F", "C", "F", "F", "F"],
  "coordinates": [[-1.957, 0.327, 2.732], [-4.790, -0.664, 0.613], [-5.306, -0.390, 1.996], [-6.684, -0.233, 2.263], [-7.095, 0.019, 3.534], [-6.152, 0.112, 4.586], [-6.488, 0.310, 5.949], [-8.308, 0.509, 6.481], [-5.516, 0.342, 6.902], [-4.165, 0.199, 6.553], [-2.875, 0.262, 7.936], [-3.722, 0.040, 5.240], [-2.495, -0.055, 4.909], [-4.797, -0.034, 4.237], [-4.412, -0.278, 2.947], [-5.539, -1.167, 0.000], [-3.896, -1.289, 0.662], [-4.528, 0.270, 0.109], [-7.395, -0.305, 1.450], [-8.146, 0.146, 3.758], [-5.778, 0.480, 7.942], [3.115, -0.148, 0.745], [2.693, 1.118, 2.428], [0.712, 1.874, 2.786], [3.348, 0.331, 3.955], [4.671, -0.110, 3.980], [5.192, -0.701, 5.116], [4.393, -0.873, 6.242], [3.076, -0.446, 6.220], [2.556, 0.159, 5.080], [3.761, 2.616, 2.343], [4.521, 2.906, 1.222], [5.296, 4.062, 1.177], [5.323, 4.925, 2.259], [4.563, 4.636, 3.390], [3.784, 3.494, 3.427], [5.281, -0.003, 3.090], [6.221, -1.041, 5.122], [4.797, -1.348, 7.128], [2.439, -0.588, 7.085], [1.526, 0.493, 5.055], [4.496, 2.212, 0.389], [5.879, 4.281, 0.290], [5.926, 5.825, 2.225], [4.571, 5.309, 4.239], [3.172, 3.284, 4.296], [-1.715, -0.551, -4.106], [-0.285, -0.804, -4.593], [0.682, 0.715, -5.407], [0.695, 0.132, -7.281], [-0.300, -0.673, -7.827], [-0.313, -0.968, -9.186], [0.673, -0.465, -10.020], [1.666, 0.349, -9.489], [1.668, 0.651, -8.136], [2.459, 0.116, -4.859], [2.871, 0.559, -3.602], [4.072, 0.122, -3.060], [4.880, -0.748, -3.781], [4.479, -1.186, -5.034], [3.268, -0.763, -5.570], [-1.960, -0.185, -2.282], [-1.041, -1.657, -1.688], [0.318, -1.739, -1.391], [0.894, -2.945, -1.017], [0.124, -4.097, -0.955], [-1.232, -4.032, -1.242], [-1.808, -2.819, -1.587], [-0.880, 1.273, -2.017], [-1.083, 2.348, -2.888], [-0.394, 3.538, -2.741], [0.519, 3.682, -1.706], [0.700, 2.646, -0.806], [-0.009, 1.457, -0.941], [-2.305, -1.465, -4.235], [-2.229, 0.216, -4.693], [-0.234, -1.617, -5.320], [0.344, -1.118, -3.758], [-1.082, -1.077, -7.195], [-1.098, -1.596, -9.590], [0.667, -0.700, -11.077], [2.440, 0.752, -10.131], [2.446, 1.293, -7.738], [2.248, 1.234, -3.022], [4.358, 0.453, -2.070], [5.814, -1.093, -3.356], [5.102, -1.874, -5.594], [2.957, -1.130, -6.541], [0.955, -0.867, -1.439], [1.944, -2.969, -0.757], [0.572, -5.034, -0.648], [-1.850, -4.917, -1.156], [-2.878, -2.770, -1.765], [-1.795, 2.256, -3.699], [-0.567, 4.350, -3.437], [1.068, 4.607, -1.580], [1.366, 2.760, 0.038], [0.142, 0.700, -0.173], [0.743, -6.467, 3.362], [0.220, -5.270, 3.019], [-1.041, -5.186, 2.455], [-1.749, -6.314, 2.241], [-1.571, -3.963, 2.099], [-2.803, -3.949, 1.553], [-0.869, -2.753, 2.250], [-1.367, -1.624, 1.861], [0.385, -2.876, 2.872], [1.086, -1.771, 3.147], [0.923, -4.099, 3.233], [2.133, -4.148, 3.813], [-1.873, 3.832, 1.995], [-2.902, 2.885, 2.152], [-3.625, 3.371, 3.273], [-3.833, 3.217, 0.987], [-3.310, 2.771, -0.180], [-5.032, 2.598, 1.131], [-4.113, 4.529, 0.796]],
  "forces_ev_per_angstrom": [[0.66, 1.39, -0.55], [-0.05, -0.01, -0.04], [0.07, 0.00, -0.14], [0.06, -0.02, -0.09], [-0.02, 0.03, 0.11], [-0.23, -0.05, -0.03], [0.05, -0.02, -0.11], [0.00, 0.00, 0.00], [0.12, -0.01, 0.08], [-0.31, 0.09, 0.09], [0.05, 0.00, 0.02], [-0.08, -0.09, -0.17], [-0.49, -0.17, 0.79], [0.23, -0.08, 0.01], [-0.44, 0.03, 0.68], [0.00, 0.00, 0.01], [0.01, -0.01, 0.01], [0.00, 0.01, 0.02], [0.00, -0.01, 0.00], [0.01, -0.01, 0.00], [0.01, 0.00, 0.00], [-0.02, 0.07, 0.03], [0.11, -0.17, 0.00], [0.29, 0.29, 0.01], [0.02, -0.06, 0.01], [-0.01, 0.04, -0.09], [-0.01, -0.01, 0.04], [0.02, 0.01, -0.03], [-0.01, 0.02, -0.04], [-0.04, 0.02, 0.02], [-0.02, 0.03, 0.04], [0.02, -0.01, -0.04], [-0.01, -0.03, -0.02], [-0.03, -0.01, 0.06], [0.05, 0.01, -0.08], [-0.05, -0.03, 0.05], [0.00, 0.00, 0.00], [0.01, -0.01, 0.01], [0.01, 0.00, 0.01], [-0.01, 0.00, 0.01], [-0.01, 0.00, 0.00], [0.01, 0.03, 0.00], [0.00, 0.00, 0.00], [0.01, 0.01, 0.00], [0.00, 0.01, 0.01], [-0.01, -0.02, -0.01], [0.00, 0.06, -0.04], [0.12, -0.07, 0.07], [-0.12, 0.13, -0.01], [0.00, -0.01, 0.03], [0.02, 0.01, -0.05], [-0.01, 0.00, 0.04], [0.01, 0.01, -0.01], [-0.01, 0.00, 0.02], [0.01, 0.00, -0.05], [-0.04, 0.02, 0.05], [0.09, -0.04, 0.01], [-0.01, 0.03, 0.00], [-0.01, -0.01, 0.02], [-0.02, 0.00, -0.02], [0.02, -0.01, 0.02], [0.09, -0.11, -0.07], [0.00, 0.01, 0.18], [0.03, 0.02, -0.03], [-0.04, -0.03, 0.01], [0.02, 0.00, 0.04], [0.01, 0.00, 0.02], [-0.04, -0.02, 0.02], [0.04, 0.04, -0.01], [0.02, -0.05, -0.05], [0.04, -0.01, -0.01], [0.02, 0.02, 0.01], [-0.10, 0.00, 0.01], [0.00, -0.12, 0.09], [-0.02, 0.02, -0.02], [0.03, 0.03, 0.02], [-0.08, -0.05, 0.06], [-0.02, 0.04, -0.09], [0.00, 0.00, 0.01], [0.00, 0.00, 0.00], [0.00, 0.00, 0.00], [0.00, 0.00, -0.01], [-0.01, -0.01, 0.02], [-0.04, 0.01, -0.01], [0.00, -0.02, 0.03], [0.00, 0.00, 0.00], [0.00, 0.00, 0.00], [-0.01, 0.00, 0.00], [0.00, 0.09, 0.02], [0.01, 0.01, 0.01], [-0.01, 0.00, 0.00], [-0.01, -0.01, 0.00], [0.00, 0.02, 0.00], [-0.02, -0.01, -0.03], [-0.01, 0.00, -0.01], [-0.01, 0.01, -0.01], [0.02, -0.01, 0.01], [-0.04, 0.02, -0.22], [0.00, 0.00, 0.01], [-0.03, -0.03, -0.02], [0.00, 0.03, -0.02], [0.02, -0.01, 0.01], [0.07, -0.25, -0.04], [0.00, 0.08, -0.02], [-0.44, 0.23, -0.30], [0.50, -1.31, -0.33], [0.15, -0.21, 0.08], [-0.01, 0.06, -0.02], [0.00, 0.15, 0.00], [-0.01, -0.05, 0.00], [0.01, -0.05, 0.04], [-0.23, 0.19, -0.25], [0.03, -0.03, 0.00], [0.06, -0.13, 0.05], [-0.02, 0.05, 0.04], [0.04, 0.02, 0.00], [-0.03, -0.01, 0.00]],
  "mulliken_charge": [2.516, -0.615, 0.497, -1.095, -0.910, 0.956, -0.105, -0.298, -0.286, -0.284, -0.235, 0.737, -0.889, -0.694, 0.525, 0.473, -0.216, 0.096, 0.474, 0.304, 0.392, -0.342, 0.421, -0.390, 0.621, -0.467, -0.628, -0.421, -0.649, -0.528, 0.084, 0.058, -0.631, -0.337, -0.701, -0.452, 0.360, 0.375, 0.355, 0.419, 0.382, 0.211, 0.383, 0.350, 0.367, 0.375, -1.399, -0.542, 0.286, -0.065, -0.183, -0.660, -0.398, -0.608, -0.378, -0.074, -0.171, -0.361, -0.677, -0.609, -0.034, -0.537, 1.215, 0.422, -0.994, -0.472, -0.889, -0.966, 1.559, -1.146, -0.782, -0.789, -0.565, 0.972, 0.617, 0.651, 0.981, -0.211, 0.336, 0.366, 0.358, 0.361, 0.417, 0.291, 0.496, 0.385, 0.382, 0.363, 0.175, 0.415, 0.394, 0.387, 0.293, 0.352, 0.414, 0.418, -0.205, 0.103, -0.377, 0.548, 0.325, -0.379, 0.201, -0.444, 0.008, -0.824, -0.422, 0.464, -0.097, -0.333, -0.305, 0.063, -0.371, 0.459, -0.163, -0.282, -0.327],
  "e_above_lowest_ev": 0.7196,
  "charge": -2,
  "homo_ev": -3.107,
  "lumo_ev": 3.4591
}

***

Record 4
{
  "formula": "C29H55Br2N5",
  "method": "wB97M-V/def2-TZVPD",
  "species": ["C", "C", "Br", "C", "Br", "C", "C", "N", "C", "C", "C", "C", "C", "C", "N", "H", "H", "H", "H", "H", "H", "H", "H", "H", "H", "C", "C", "N", "C", "C", "C", "C", "H", "H", "H", "H", "H", "H", "H", "H", "H", "H", "H", "H", "H", "H", "H", "C", "C", "N", "C", "C", "C", "C", "H", "H", "H", "H", "H", "H", "H", "H", "H", "H", "H", "H", "H", "H", "H", "C", "C", "N", "C", "C", "C", "C", "H", "H", "H", "H", "H", "H", "H", "H", "H", "H", "H", "H", "H", "H", "H"],
  "coordinates": [[1.137, -3.255, -2.830], [2.288, -2.271, -2.850], [2.662, -1.736, -1.004], [2.026, -1.032, -3.714], [3.566, 0.151, -3.728], [0.733, -0.319, -3.409], [0.669, 0.800, -2.550], [-0.432, 1.428, -2.254], [-1.553, 0.915, -2.843], [-2.802, 1.521, -2.586], [-3.953, 1.043, -3.156], [-3.904, -0.071, -4.020], [-2.698, -0.668, -4.284], [-1.506, -0.191, -3.702], [-0.326, -0.814, -3.982], [1.409, -4.147, -2.281], [0.284, -2.797, -2.347], [0.863, -3.521, -3.847], [3.165, -2.768, -3.243], [1.939, -1.373, -4.739], [1.582, 1.153, -2.102], [-2.827, 2.374, -1.929], [-4.908, 1.503, -2.961], [-4.795, -0.463, -4.479], [-2.650, -1.519, -4.943], [1.546, 6.960, 2.222], [0.451, 6.398, 1.329], [0.896, 6.153, -0.028], [-0.190, 5.889, -0.956], [-1.032, 4.630, -0.722], [2.055, 5.288, -0.162], [1.969, 3.873, 0.426], [1.988, 7.855, 1.782], [1.127, 7.231, 3.193], [2.340, 6.234, 2.403], [-0.362, 7.128, 1.284], [0.033, 5.497, 1.807], [0.225, 5.858, -1.967], [-0.855, 6.759, -0.943], [-0.492, 3.724, -0.985], [-1.922, 4.663, -1.355], [-1.370, 4.547, 0.312], [2.911, 5.796, 0.291], [2.303, 5.218, -1.224], [1.550, 3.870, 1.434], [2.971, 3.441, 0.490], [1.371, 3.206, -0.195], [2.964, 4.411, 5.004], [2.926, 3.119, 5.805], [1.678, 2.395, 5.657], [1.503, 1.337, 6.636], [2.478, 0.154, 6.611], [1.301, 2.069, 4.293], [2.284, 1.241, 3.453], [2.108, 5.045, 5.242], [3.873, 4.965, 5.245], [2.971, 4.229, 3.928], [3.037, 3.372, 6.863], [3.803, 2.508, 5.537], [0.481, 0.956, 6.549], [1.555, 1.800, 7.627], [2.290, -0.515, 5.772], [2.361, -0.436, 7.523], [3.518, 0.480, 6.565], [1.108, 3.007, 3.763], [0.334, 1.562, 4.319], [3.308, 1.606, 3.539], [2.005, 1.302, 2.399], [2.269, 0.187, 3.727], [-3.810, -8.233, -0.413], [-3.589, -6.879, -1.070], [-2.195, -6.615, -1.375], [-1.931, -5.230, -1.720], [-2.570, -4.663, -2.993], [-1.531, -7.613, -2.194], [-2.130, -7.933, -3.571], [-3.179, -8.344, 0.469], [-4.851, -8.325, -0.101], [-3.601, -9.060, -1.093], [-3.925, -6.105, -0.376], [-4.238, -6.805, -1.958], [-0.848, -5.090, -1.776], [-2.256, -4.615, -0.875], [-2.087, -5.036, -3.896], [-2.463, -3.575, -3.001], [-3.636, -4.886, -3.053], [-1.485, -8.543, -1.621], [-0.489, -7.310, -2.318], [-3.211, -8.069, -3.527], [-1.701, -8.864, -3.948], [-1.912, -7.159, -4.305]],
  "forces_ev_per_angstrom": [[-0.01, 0.34, -0.06], [-0.12, 0.16, 0.01], [0.08, -0.11, -0.03], [-0.15, -0.28, 0.01], [0.04, 0.03, -0.11], [0.10, -0.16, -0.14], [0.15, 0.37, 0.48], [-0.03, -0.48, -0.31], [-0.33, 0.39, 0.19], [-0.42, 0.08, -0.02], [0.25, -0.11, -0.05], [0.72, -0.09, 0.06], [-0.44, -0.01, -0.06], [0.06, -0.24, -0.13], [-0.08, 0.11, -0.08], [0.13, -0.16, 0.10], [-0.30, -0.05, 0.05], [-0.09, -0.08, -0.16], [0.39, 0.08, 0.19], [0.02, -0.14, -0.16], [0.16, 0.15, 0.11], [0.06, 0.14, 0.14], [-0.06, 0.16, 0.12], [-0.22, 0.01, -0.03], [0.14, -0.15, -0.10], [0.01, -0.01, 0.06], [0.05, -0.02, 0.13], [-0.01, 0.05, -0.17], [-0.19, 0.05, -0.08], [-0.04, 0.00, -0.10], [0.24, -0.05, 0.08], [0.09, -0.09, -0.09], [0.01, -0.02, -0.05], [0.00, -0.01, 0.01], [0.01, 0.02, 0.00], [-0.05, -0.04, -0.08], [-0.02, 0.02, 0.04], [0.07, -0.04, 0.03], [0.04, 0.02, 0.11], [-0.02, -0.04, 0.04], [0.00, 0.04, 0.00], [0.01, 0.03, 0.01], [-0.06, 0.02, 0.05], [-0.10, 0.02, -0.03], [-0.01, 0.03, 0.00], [0.01, 0.02, 0.01], [-0.07, 0.00, 0.07], [0.06, 0.01, -0.04], [0.06, 0.09, -0.06], [-0.10, -0.06, 0.07], [-0.04, -0.03, 0.17], [-0.06, -0.07, 0.02], [-0.02, 0.08, -0.23], [-0.11, -0.05, -0.08], [-0.04, -0.04, -0.01], [0.01, 0.00, -0.01], [-0.01, 0.00, 0.00], [-0.03, -0.10, 0.04], [0.03, 0.03, 0.01], [0.00, 0.02, -0.08], [0.05, 0.06, -0.03], [0.04, 0.03, -0.04], [-0.01, 0.02, 0.01], [0.01, 0.02, -0.01], [0.05, 0.02, 0.05], [0.02, -0.04, 0.10], [0.00, 0.02, 0.02], [0.00, 0.02, 0.01], [0.08, 0.00, 0.05], [-0.03, -0.02, -0.02], [-0.07, -0.10, 0.02], [0.08, 0.11, 0.00], [0.00, 0.18, 0.07], [0.09, 0.07, -0.04], [0.05, -0.23, -0.03], [0.10, -0.01, -0.04], [0.04, 0.01, -0.02], [0.00, 0.00, -0.01], [0.00, 0.00, 0.01], [0.04, 0.08, -0.05], [-0.03, 0.00, 0.02], [0.02, -0.10, -0.02], [-0.06, -0.07, 0.02], [-0.04, -0.05, -0.01], [0.00, 0.01, 0.01], [0.00, -0.02, 0.01], [-0.06, 0.02, 0.02], [-0.02, 0.10, 0.01], [-0.01, 0.00, 0.02], [0.00, 0.00, 0.01], [-0.08, 0.04, 0.01]],
  "mulliken_charge": [-1.613, 0.043, -0.098, -0.691, -0.052, 0.324, -0.131, -0.432, 0.115, -0.217, -0.599, -0.615, -0.451, 0.222, -0.409, 0.545, 0.385, 0.343, 0.513, 0.476, 0.576, 0.404, 0.421, 0.406, 0.479, -1.350, -0.184, 0.179, -1.054, -0.384, -1.168, 0.329, 0.338, 0.449, 0.157, 0.448, 0.153, 0.371, 0.419, -0.022, 0.379, 0.279, 0.369, 0.384, -0.298, 0.516, -0.233, -1.321, -0.413, 0.101, -0.716, -0.975, -0.546, -0.865, 0.333, 0.482, 0.149, 0.495, 0.246, 0.360, 0.434, 0.224, 0.398, 0.275, 0.090, 0.364, 0.219, 0.319, 0.312, -1.428, -0.337, 0.155, -0.717, -0.770, -0.666, -0.959, 0.332, 0.439, 0.293, 0.440, 0.264, 0.213, 0.352, 0.206, 0.237, 0.384, 0.377, 0.306, 0.243, 0.378, 0.269],
  "smiles": "C[C@H](Br)[C@H](Br)c1cnc2ccccc2n1.CCN(CC)CC.CCN(CC)CC.CCN(CC)CC",
  "homo_ev": -7.962,
  "lumo_ev": -0.4418
}

***

For each record above, in turn, the calculated orbital gap values are 10.654 9.443 6.566 7.520 eV.